165
Properties=species:S:1:pos:R:3:forces:R:3 method="wB97M-V/def2-TZVPD" de_lowest_kcal_mol=122.54 charge=0 orbital_gap_ev=7.893 smiles=CC1(C)CCCC(C)(C)N1O.CC1(C)CCCC(C)(C)N1O.CC1(C)CCCC(C)(C)N1O.CC1(C)CCCC(C)(C)N1O.CCO.CCO.CCO.CCO.CCO e_tot_ev=-73796.2744 max_force_ev_per_a=4.19
C -6.25343 -15.71970 -20.07198 -1.44 1.15 1.42
C -7.81778 -15.59247 -20.39958 -0.88 -1.15 -0.26
C -8.74085 -16.27601 -19.29748 1.66 -0.38 0.60
C -8.35027 -14.10641 -20.41375 1.97 0.07 -0.70
C -7.90172 -13.32344 -21.65454 -0.59 -0.09 -0.23
C -8.43525 -13.99903 -22.90069 1.65 -1.67 -0.07
C -7.87835 -15.49363 -23.01633 -0.77 -0.33 1.04
C -8.76689 -16.17625 -24.06499 0.72 0.07 -0.61
C -6.35843 -15.66639 -23.35700 -0.65 1.10 -0.05
N -8.16185 -16.20447 -21.70640 -1.25 3.19 -0.29
O -8.01993 -17.57346 -21.78510 0.81 -0.75 0.09
H -6.14619 -15.61212 -18.99261 -0.22 -0.30 0.42
H -5.72736 -16.64527 -20.30576 -0.41 0.15 -0.59
H -5.72966 -14.80613 -20.35332 0.18 -0.27 -0.86
H -8.65818 -15.70491 -18.37275 -0.26 0.59 -0.09
H -9.79255 -16.47376 -19.50465 0.14 0.50 -0.60
H -8.34892 -17.22033 -18.91966 0.26 -0.38 -0.59
H -9.43445 -14.04796 -20.31765 0.10 -0.25 0.17
H -7.83308 -13.58536 -19.60807 -0.46 -0.20 0.65
H -8.23386 -12.28536 -21.64109 -0.38 0.08 0.28
H -6.81812 -13.21028 -21.68796 0.20 -0.39 -0.07
H -8.09599 -13.47115 -23.79195 -0.18 0.02 -0.17
H -9.51932 -14.11182 -22.91378 -0.03 0.33 0.16
H -8.39888 -17.19214 -24.20872 0.13 0.10 -0.67
H -8.67532 -15.53371 -24.94070 0.33 -0.53 -0.53
H -9.84895 -16.26183 -23.96549 -0.04 0.30 1.03
H -6.00437 -15.34879 -24.33774 -0.68 -0.20 -0.52
H -6.07061 -16.70808 -23.21513 0.10 0.18 0.28
H -5.81187 -14.94990 -22.74378 0.20 -0.53 0.57
H -8.80984 -17.82632 -22.26853 -0.18 -0.36 0.21
C 4.05186 -15.93572 -16.92942 -0.60 0.33 -0.54
C 2.77532 -16.75939 -17.30745 1.35 0.15 2.51
C 3.40847 -18.07487 -17.77922 -0.33 -1.30 -1.29
C 2.07339 -16.98588 -15.91113 -0.35 -0.84 -1.14
C 0.67180 -17.63180 -16.11775 2.37 0.61 0.72
C -0.17329 -16.71100 -16.87761 -1.69 -1.10 -0.42
C 0.40575 -16.13825 -18.17163 -0.80 1.00 -1.66
C -0.06974 -16.86116 -19.46406 0.11 -1.24 0.42
C -0.26600 -14.75182 -18.29841 0.37 0.06 0.78
N 1.88874 -16.00411 -18.18556 -0.44 -0.65 2.32
O 2.50137 -15.54274 -19.35920 -0.69 -0.21 -0.09
H 4.58776 -15.78306 -17.86622 0.43 0.12 0.29
H 3.85870 -14.97158 -16.45904 -0.40 0.17 -0.24
H 4.63745 -16.47220 -16.18285 0.14 -0.32 -0.34
H 3.88306 -18.75973 -17.07650 -0.11 0.71 1.03
H 2.71237 -18.77879 -18.23535 -0.35 0.27 -0.48
H 4.23509 -17.92243 -18.47317 -0.28 0.31 -0.46
H 2.64873 -17.68224 -15.30108 0.42 0.01 -0.26
H 2.13438 -16.03378 -15.38397 -0.81 0.10 0.07
H 0.79213 -18.50985 -16.75230 0.25 -0.49 0.54
H 0.22809 -17.83722 -15.14357 -0.07 -0.45 -0.16
H -0.70853 -16.08176 -16.16651 0.57 1.12 -0.39
H -0.98796 -17.37256 -17.17211 -0.48 0.21 -0.54
H 0.39624 -16.47061 -20.36873 0.15 0.14 0.23
H -1.14769 -16.85986 -19.62566 -0.13 0.47 0.31
H 0.16051 -17.92519 -19.40986 0.34 -0.18 -0.05
H -1.33160 -14.73753 -18.06948 -0.26 -0.73 -0.57
H -0.10816 -14.37513 -19.30899 0.11 0.66 0.30
H 0.06109 -14.16799 -17.43803 0.76 0.69 -0.50
H 2.24344 -14.61924 -19.31216 0.41 0.40 -0.36
C -12.68006 -8.13023 -16.58481 1.67 -1.73 0.49
C -11.29972 -8.36575 -15.88119 0.05 -0.09 1.14
C -10.04417 -7.99921 -16.67089 -0.39 0.40 -0.22
C -11.35553 -7.47668 -14.59605 0.48 -0.08 1.46
C -10.39386 -7.86898 -13.43279 -0.93 -1.47 -0.69
C -10.83937 -9.32886 -13.08219 1.60 1.61 0.00
C -10.66073 -10.32089 -14.26351 -2.63 0.03 1.58
C -9.27059 -10.68781 -14.37227 3.15 -0.25 -0.69
C -11.44593 -11.55150 -13.82334 -1.24 -1.11 -0.69
N -11.27331 -9.83782 -15.51560 -1.33 1.10 0.54
O -10.98610 -10.66914 -16.64556 0.74 0.73 0.48
H -12.84100 -7.09079 -16.87076 -0.25 -0.28 -0.01
H -12.69445 -8.87141 -17.38390 -0.12 0.61 -0.74
H -13.34913 -8.60373 -15.86632 -0.57 0.87 0.05
H -10.34510 -7.91446 -17.71510 0.58 -0.06 -0.17
H -9.67095 -7.03920 -16.31425 0.02 0.13 -0.27
H -9.23971 -8.71958 -16.52250 -0.19 -0.08 -0.27
H -11.28386 -6.39896 -14.74266 0.36 -0.01 -1.03
H -12.34661 -7.52148 -14.14454 -0.25 -0.48 -0.01
H -9.32257 -7.90158 -13.63124 0.02 0.17 -0.70
H -10.45033 -7.21171 -12.56508 -0.51 0.06 -0.04
H -11.81137 -9.30861 -12.58933 -0.14 -0.19 -0.42
H -10.09475 -9.63979 -12.34941 -0.31 -0.48 0.33
H -8.67406 -9.79312 -14.55052 0.25 -0.04 -0.61
H -9.13854 -11.44178 -15.14828 0.20 0.28 -0.31
H -8.77064 -11.10738 -13.49928 -0.66 -0.14 0.42
H -11.82439 -12.04940 -14.71607 0.20 -0.27 -0.16
H -12.36792 -11.33334 -13.28442 0.11 0.36 0.18
H -10.92111 -12.32644 -13.26465 0.38 0.33 0.11
H -11.79075 -11.15408 -16.84298 -0.28 0.10 0.23
C -1.31047 -11.58652 -29.23887 -0.73 -0.60 -0.33
C -0.88418 -11.50510 -27.79050 2.18 0.33 1.43
C 0.23893 -12.55533 -27.48221 0.20 0.98 -1.11
C -0.23886 -10.06395 -27.60620 -0.73 -1.07 -0.94
C 0.02113 -9.59524 -26.21073 -0.64 -1.29 0.66
C -1.22668 -9.87379 -25.30076 0.22 1.76 -1.84
C -1.91814 -11.24738 -25.41441 0.18 -0.06 1.61
C -1.18425 -12.29140 -24.51839 0.88 0.17 -0.22
C -3.34580 -11.06443 -24.71958 -0.38 -0.23 -2.50
N -1.99327 -11.62227 -26.86304 -1.86 1.66 0.46
O -2.81644 -12.76328 -27.11826 1.00 0.65 0.62
H -0.53715 -11.25245 -29.93058 0.10 0.43 0.28
H -1.52038 -12.59681 -29.59010 -0.18 -0.20 0.36
H -2.22917 -11.01283 -29.36111 0.09 0.15 -0.19
H 0.94665 -12.21637 -26.72568 -0.39 -0.16 0.40
H -0.11543 -13.57077 -27.30493 -0.01 0.09 0.02
H 0.84051 -12.51841 -28.39042 0.18 -0.60 -0.14
H 0.69517 -9.97124 -28.16038 0.13 -0.55 -0.22
H -0.88917 -9.36467 -28.13175 -0.38 0.11 0.19
H 0.86796 -10.13276 -25.78404 0.31 0.15 -0.05
H 0.29579 -8.55782 -26.40157 -0.14 0.26 1.09
H -1.97638 -9.20619 -25.72544 -0.24 0.24 0.02
H -1.05309 -9.45136 -24.31106 -0.07 -0.79 0.35
H -1.52622 -13.32254 -24.60734 -0.27 -0.02 -0.09
H -1.19269 -12.03502 -23.45900 -0.60 0.17 0.01
H -0.11147 -12.29962 -24.71118 0.07 -0.10 -0.44
H -3.94387 -10.25715 -25.14232 0.65 0.86 -0.09
H -3.41081 -10.95771 -23.63676 0.53 -0.49 -0.14
H -3.97755 -11.83280 -25.16521 0.06 -0.88 0.89
H -2.38109 -13.39890 -26.54550 -0.19 -0.95 -0.02
C 0.34177 -7.60386 -20.53171 0.61 1.80 0.34
C -0.86946 -7.92437 -19.68233 0.74 -0.72 -0.31
O -1.43373 -9.03195 -20.35723 -1.18 -0.20 -0.03
H 0.84615 -8.47813 -20.94324 -0.26 -0.06 0.25
H 1.06183 -6.99487 -19.98513 0.31 -0.31 0.43
H 0.12602 -6.89859 -21.33429 -0.52 -0.42 -0.39
H -1.59628 -7.12360 -19.54599 0.14 0.30 -0.38
H -0.60122 -8.24474 -18.67560 0.32 0.03 0.18
H -2.38160 -8.95553 -20.22568 -0.26 -0.48 -0.10
C -2.73136 -8.07233 -12.73607 -0.08 -0.46 0.38
C -1.77465 -7.18090 -11.97287 -0.23 1.16 -1.46
O -1.88005 -7.28869 -10.57981 -0.17 -0.27 0.62
H -3.77421 -7.77687 -12.62082 -0.02 -0.23 0.54
H -2.49943 -9.05207 -12.31844 -0.70 -0.37 -0.18
H -2.61485 -8.13142 -13.81822 0.65 0.24 0.02
H -2.01392 -6.13833 -12.18243 0.33 0.16 -0.62
H -0.76291 -7.39321 -12.31841 0.20 0.04 0.20
H -2.13716 -6.40569 -10.30448 0.02 -0.29 0.49
C -4.15051 -11.24347 -17.66536 0.49 -0.96 1.67
C -5.20886 -10.19453 -17.89775 1.39 -0.05 0.59
O -5.03964 -9.94175 -19.25701 -1.19 0.93 -1.74
H -3.16080 -11.07050 -18.08804 -0.37 0.79 -0.77
H -4.46405 -12.20594 -18.06962 -0.06 -0.12 0.26
H -3.83439 -11.32073 -16.62506 -0.64 -0.50 0.46
H -5.01862 -9.30169 -17.30215 0.10 0.20 -0.09
H -6.25089 -10.45953 -17.71875 0.13 -0.49 0.43
H -5.80312 -10.39532 -19.62167 0.19 0.25 -0.87
C -0.86862 -12.91968 -13.30391 -0.78 0.90 -2.57
C -0.49949 -13.18377 -11.91821 -0.13 2.32 0.98
O 0.24353 -14.34309 -11.85891 -0.32 -1.86 0.72
H -0.10677 -13.27585 -13.99734 -0.11 -0.13 -0.06
H -1.10558 -11.90011 -13.60788 0.65 0.58 0.58
H -1.85178 -13.31952 -13.55216 0.20 -0.99 -0.04
H -1.44910 -13.10147 -11.38945 -0.02 -0.96 0.73
H 0.11088 -12.42649 -11.42618 0.08 0.64 -0.40
H -0.12111 -14.81804 -11.10854 0.43 -0.51 0.03
C -5.51433 -5.16716 -20.77495 -1.50 -0.97 0.67
C -5.59612 -5.77115 -22.19343 -1.82 1.49 1.25
O -4.41311 -6.17969 -22.65567 3.67 -1.59 -1.26
H -4.56596 -4.82407 -20.36147 0.10 0.18 -0.76
H -5.85832 -5.93226 -20.07897 0.29 -0.34 0.23
H -6.31237 -4.43790 -20.63568 0.30 0.52 -0.18
H -5.95517 -4.99445 -22.86864 -0.55 -0.06 -0.11
H -6.19203 -6.68304 -22.23139 -1.24 0.65 0.38
H -4.48952 -7.13454 -22.71907 0.79 0.10 -0.20